No. 1
3 unconnected molecules or ions with the total composition C4H14N2O2 at a distorted geometry, computed with wB97M-V/def2-TZVPD.

Structure (XYZ):
```
22
Properties=species:S:1:pos:R:3
C -0.64381 1.55379 0.39355
C -0.94999 0.27791 1.18378
C 0.26191 0.03902 2.05554
N 0.44255 -1.33668 2.49654
N -0.61713 1.59474 -1.11940
C 0.56823 0.93467 -1.98597
O 0.14781 -0.27144 -2.47420
H 0.41180 1.81773 -0.02947
H -1.13368 2.36854 0.92294
H -1.15809 -0.54276 0.46372
H -1.77773 0.49136 1.89500
H 0.44722 0.78581 2.85021
H 1.02008 0.29539 1.27835
H 0.22315 -2.05226 1.75708
H 0.94957 -1.63047 3.33215
H -1.42551 1.06104 -1.46899
H 1.41981 0.80579 -1.34207
H 0.69216 1.68364 -2.68130
H 1.71626 1.88113 0.87012
H 0.57588 -3.17151 -1.04823
H 0.28803 -1.64940 -1.32079
O 0.29657 -2.32640 -0.65081
```

Calculated values
Gap between HOMO and LUMO (spin up / spin down), eV: 8.773 / 5.617
Expectation value of S²: 1.523
Lowest unoccupied orbital energy (spin up / spin down), eV: -5.289 / -7.769
Relative energy (zero: lowest compared OMol25 entry of this formula, charge and spin), kJ/mol: 911.5
Spin multiplicity: 2
Highest occupied orbital energy (spin up / spin down), eV: -14.06 / -13.39
Net charge: +1

These are the natural (NBO) partial charges, in e, on atoms 1 to 5:
1. C -0.26
2. C -0.46
3. C -0.26
4. N -0.43
5. N -0.58

---

No. 2
A gas-phase ion, C10H17NO2P (charge +1) at a distorted geometry, computed with wB97M-V/def2-TZVPD.

Structure (XYZ):
```
31
Properties=species:S:1:pos:R:3
C -3.10598 1.57208 -0.63533
C -2.87849 0.53700 0.20492
C -2.10071 2.11668 -1.34549
C -1.58835 0.05391 0.47215
C -0.76716 1.70101 -1.18043
C -0.55455 0.66007 -0.23274
C 1.84831 1.63445 2.47458
C 0.62888 -1.52469 -2.51721
C 1.77449 0.13438 2.54411
C 0.99181 -1.84215 -1.08114
N -0.02743 -2.64893 -0.44477
O 2.24661 0.82571 -0.51303
O 1.09069 -0.52770 1.43260
P 1.13704 0.08154 -0.01604
H -4.16765 1.81448 -0.80398
H -3.67452 0.20733 0.89519
H -2.16815 3.08274 -1.79281
H -1.55983 -0.80203 1.22731
H 0.25343 1.94313 -1.70459
H 0.86051 2.10300 2.33748
H 2.31778 1.94096 3.47528
H 2.49769 2.09302 1.67124
H -0.12863 -0.80171 -2.49641
H 1.51384 -0.85366 -2.96136
H 0.50305 -2.39435 -3.19385
H 1.15312 -0.04211 3.45027
H 2.82314 -0.35704 2.59465
H 1.99508 -2.26689 -1.03217
H 0.23225 -2.99243 0.49746
H -0.21541 -3.48572 -1.01965
H -0.93087 -1.96208 -0.30623
```

Calculated values
Gap between HOMO and LUMO, eV: 9.884
Lowest unoccupied orbital energy, eV: -3.245
Relative energy (zero: lowest compared OMol25 entry of this formula, charge and spin), kJ/mol: 155.0
Highest occupied orbital energy, eV: -13.13
Net charge: +1

These are the natural (NBO) partial charges, in e, on atoms 1 to 5:
1. C -0.19
2. C -0.19
3. C -0.19
4. C -0.25
5. C -0.17

---

No. 3
16 unconnected molecules or ions with the total composition C56H94Cl2IN17O7P at a distorted geometry, computed with wB97M-V/def2-TZVPD.

Structure (XYZ):
```
178
Properties=species:S:1:pos:R:3
C -1.06277 1.39741 -3.79615
C -0.96564 -0.11020 -3.71753
O -0.08019 -0.59017 -2.66993
P 1.43570 -0.18871 -2.65994
O 2.08352 -0.06780 -3.98022
C 2.21292 -1.46849 -1.67340
C 1.42426 -1.76777 -0.37268
C 2.21606 -1.54136 0.91909
C 1.43629 -1.08545 2.14471
C 0.39397 -2.06155 2.66027
C 0.95551 -3.46588 2.84996
C 2.17144 -3.54110 3.77839
C 1.85191 -3.19293 5.23004
Cl 2.22334 -1.48046 5.62822
O -0.64744 -2.16893 1.70932
C -1.46123 -1.02926 1.48844
C -2.46087 -0.77794 2.63713
C -3.21268 -1.94623 3.29710
C -4.11271 -2.78156 2.37380
C -2.37386 -2.84102 4.21867
N -2.12686 -1.36471 0.24441
C -1.96292 -2.65639 -0.41123
C -2.80512 -0.37837 -0.55017
C -4.25395 -0.07419 -0.28706
O -2.22265 0.12168 -1.48330
C -0.55987 0.25719 1.20500
C -1.26542 1.62798 1.27767
C -1.24631 2.42939 -0.06002
C -0.35502 3.67067 -0.08345
I -3.24495 3.10419 -0.49009
N 0.75390 0.27083 2.01069
O 0.51009 0.68643 3.35262
C 1.71409 1.29799 1.47582
C 2.05844 2.37004 2.51220
O 1.52246 3.41020 2.65164
Cl 3.45518 1.90818 3.48340
O 1.45512 1.17607 -1.81009
C 2.72824 1.84523 -1.66771
C 3.09506 2.68852 -2.88706
H -1.16068 1.83716 -2.80452
H -0.21557 1.83569 -4.32379
H -1.95873 1.65592 -4.36258
H -0.65493 -0.54125 -4.66968
H -1.93865 -0.53081 -3.47166
H 2.20648 -2.35281 -2.30834
H 3.23683 -1.13703 -1.49785
H 1.11805 -2.81223 -0.42643
H 0.49727 -1.20112 -0.38163
H 3.06610 -0.88534 0.72123
H 2.68479 -2.47850 1.22128
H 2.14994 -0.93865 2.95864
H -0.00922 -1.71718 3.61601
H 1.23734 -3.84130 1.86472
H 0.18309 -4.10153 3.27487
H 2.53120 -4.57016 3.76492
H 2.99602 -2.91557 3.43148
H 0.80358 -3.36099 5.47017
H 2.45127 -3.78687 5.91395
H -2.02381 -0.19005 3.45951
H -3.22856 -0.11798 2.23340
H -3.89299 -1.42601 3.97935
H -3.68289 -3.76818 2.20062
H -5.07741 -2.95505 2.85287
H -4.28068 -2.30612 1.41445
H -1.87524 -3.62131 3.64782
H -3.03158 -3.34862 4.92402
H -1.66382 -2.24458 4.79669
H -2.58260 -2.64570 -1.30914
H -2.31751 -3.47924 0.20999
H -0.94624 -2.87567 -0.73521
H -4.41407 0.42617 0.66874
H -4.61029 0.58399 -1.07564
H -4.82702 -1.00157 -0.31514
H -0.25284 0.14315 0.16362
H -2.30384 1.50470 1.57091
H -0.81829 2.25894 2.04634
H -0.96196 1.78503 -0.89187
H -0.38871 4.23262 0.84633
H -0.68674 4.34828 -0.86646
H 0.68769 3.43443 -0.31932
H -0.40976 0.44751 3.55771
H 2.64819 0.80405 1.23935
H 1.31276 1.73151 0.56538
H 2.62104 2.49527 -0.79859
H 3.51531 1.12103 -1.43792
H 3.78147 2.15605 -3.54013
H 2.19316 2.92985 -3.44570
H 3.57429 3.61279 -2.56219
C -3.33563 -7.07096 5.97656
C -3.45681 -6.42563 4.67530
N -3.54731 -5.92551 3.64660
H -4.32291 -7.33065 6.35356
H -2.73888 -7.97618 5.88310
H -2.85085 -6.39694 6.68051
C -5.99694 6.20765 0.93381
C -6.07858 5.18011 -0.09526
N -6.14155 4.36677 -0.90347
H -5.19333 6.90003 0.69234
H -6.93882 6.75172 0.98116
H -5.79441 5.75603 1.90062
C 3.22972 -7.04729 1.09420
C 2.39204 -7.02015 2.28725
N 1.71268 -6.94342 3.21001
H 4.10549 -6.41460 1.23477
H 3.55328 -8.06571 0.88695
H 2.66012 -6.67528 0.24355
C -4.53261 4.24254 -4.25141
C -3.68880 3.38445 -5.07401
N -3.02622 2.70601 -5.72142
H -5.54131 3.83644 -4.19357
H -4.12484 4.28676 -3.24453
H -4.57417 5.24289 -4.67785
C -7.20530 -0.70947 3.94240
C -6.14269 0.26606 3.72893
N -5.29425 1.02070 3.55391
H -7.86992 -0.73629 3.08246
H -6.77374 -1.69680 4.08695
H -7.78460 -0.44974 4.82563
C -8.45202 -4.68660 1.83828
C -8.77684 -3.86837 3.00106
N -9.03095 -3.22857 3.91947
H -8.65998 -4.13176 0.92521
H -7.39819 -4.95971 1.86043
H -9.05412 -5.59302 1.84662
C -2.85730 8.92013 3.64888
C -3.79835 7.80665 3.65563
N -4.54019 6.93140 3.66129
H -1.85287 8.55485 3.85334
H -2.86671 9.40728 2.67575
H -3.13688 9.64300 4.41278
C 4.97686 -0.63377 -5.36337
C 5.73204 -1.86491 -5.16374
N 6.31963 -2.83178 -4.96967
H 5.52955 0.21161 -4.95642
H 4.80071 -0.46334 -6.42384
H 4.01757 -0.70730 -4.85129
C 6.66702 -5.94484 -2.18598
C 6.26762 -5.73328 -0.80110
N 5.97931 -5.55380 0.29646
H 6.45118 -5.05554 -2.77668
H 7.73606 -6.15245 -2.21918
H 6.12899 -6.79539 -2.60021
C 1.63307 5.93146 -3.21907
C 0.76519 6.45826 -2.17349
N 0.08827 6.84347 -1.32980
H 2.60898 6.41479 -3.17508
H 1.77450 4.86163 -3.07024
H 1.18208 6.09655 -4.19601
C 1.03647 -3.04591 -6.24506
C -0.09271 -3.96425 -6.32037
N -0.98899 -4.67814 -6.37380
H 1.97340 -3.59539 -6.32099
H 0.98725 -2.32069 -7.05526
H 1.01715 -2.50960 -5.29765
C 9.47446 -6.41484 1.61555
C 9.52350 -6.93529 0.25516
N 9.55304 -7.33982 -0.81824
H 10.25365 -5.66764 1.75294
H 8.50176 -5.95915 1.79509
H 9.62827 -7.22490 2.32586
C 5.33523 8.25431 -1.05633
C 5.06981 7.17650 -2.00025
N 4.85843 6.33539 -2.75284
H 6.22573 8.80390 -1.35938
H 4.49226 8.94255 -1.03471
H 5.48371 7.84378 -0.05912
C -5.68850 0.34911 -5.66729
C -6.74987 -0.51615 -5.16553
N -7.57617 -1.19684 -4.75305
H -4.97216 -0.23501 -6.24166
H -6.10497 1.12286 -6.30922
H -5.16794 0.81873 -4.83499
C 9.68965 8.78509 -0.77268
C 8.85303 9.89059 -1.22603
N 8.18536 10.75268 -1.58305
H 10.10854 9.01514 0.20502
H 9.09698 7.87466 -0.70200
H 10.50224 8.62385 -1.47831
```

Calculated values
Gap between HOMO and LUMO, eV: 8.716
Lowest unoccupied orbital energy, eV: -2.382
Highest occupied orbital energy, eV: -11.10
Net charge: +1

These are the Löwdin partial charges, in e, on atoms 1 to 5:
1. C -0.07
2. C -0.22
3. O -0.21
4. P 0.48
5. O -0.25

---

No. 4
A molecular structure, C17H58B2F2N7O15S2Tl at a distorted geometry, computed with wB97M-V/def2-TZVPD.

Structure (XYZ):
```
104
Properties=species:S:1:pos:R:3
Tl 0.64743 -0.91482 -0.27865
B -1.39999 0.34052 -0.65252
H 3.76010 4.36397 -0.94640
H 0.00062 8.01560 -8.42935
H -6.60523 3.59807 -5.49134
H -3.94182 7.14701 -9.26259
B 2.53422 -0.58054 1.72496
H 3.19389 -7.41124 5.08181
H 7.30011 -2.35990 5.94458
H 9.26698 -0.43704 4.91705
H -0.35779 2.53383 -1.01880
N 1.44367 -4.87038 0.16813
S 0.20009 -5.71953 0.45581
O -0.29537 -5.57828 1.76425
O 0.06485 -6.98048 -0.12148
F -0.95962 -4.72982 -0.38794
S 2.92562 -5.44977 -0.01087
O 3.41185 -5.44126 -1.39116
O 3.10449 -6.67923 0.76940
F 3.80246 -4.32878 0.67106
C -4.27505 -3.33205 -3.15924
O -4.52284 -2.11006 -2.51233
H -5.15829 -3.91071 -3.36282
H -3.75208 -3.12558 -4.10618
H -3.60628 -3.95275 -2.49345
H -3.67490 -1.63394 -2.42803
C -5.14856 3.19703 1.78914
O -4.26401 2.59220 0.84005
H -5.76384 3.92404 1.27730
H -5.70282 2.44777 2.29156
H -4.68927 3.83429 2.52620
H -3.78465 1.91210 1.31507
C -3.19770 -0.54933 -6.49454
O -1.86315 -1.03016 -6.29285
H -3.19111 0.44226 -6.96023
H -3.75905 -1.18855 -7.19379
H -3.70922 -0.47163 -5.52756
H -1.49576 -1.03989 -7.17515
C 1.95080 -5.20992 7.54863
O 2.12036 -4.18411 6.50670
H 2.22016 -6.22394 7.16726
H 2.57014 -4.90043 8.40428
H 0.95255 -5.19311 7.85361
H 2.92427 -4.44995 6.07736
C -2.66049 5.78793 0.56253
O -2.27290 4.62498 1.24525
H -2.03851 6.63090 0.84500
H -2.70891 5.66930 -0.52187
H -3.66345 6.12486 0.84954
H -2.96542 3.95770 1.11119
O -2.57483 2.29112 6.17943
C -1.82629 3.06566 5.64430
N -1.14369 3.93756 6.49308
C -1.46813 2.89511 4.21143
H -1.37417 3.83758 7.45811
H -0.50001 4.62825 6.20170
H -1.14062 1.84828 4.11923
H -0.74555 3.69558 3.93470
H -2.30693 3.03334 3.54027
O 0.93004 0.88927 -2.63000
C 1.44040 1.84621 -3.14223
N 2.56606 2.48220 -2.64574
C 0.92897 2.51124 -4.39023
H 2.96348 2.15527 -1.80575
H 2.60523 3.45550 -2.82007
H 1.75021 2.89183 -4.99981
H 0.32229 3.39573 -4.06314
H 0.22889 1.91950 -4.98852
O 4.17787 4.00591 0.82554
C 3.49342 4.63520 1.65131
N 3.84165 4.57248 2.96077
C 2.46348 5.67624 1.26063
H 3.20957 4.78800 3.68950
H 4.40465 3.73284 3.09560
H 1.68863 5.78639 2.02538
H 2.04780 5.57333 0.26569
H 3.03655 6.61856 1.13418
O 2.67645 -1.01433 -1.45259
C 3.86807 -1.26368 -1.74475
N 4.28589 -2.48981 -2.10849
C 4.91678 -0.21936 -1.73477
H 5.27582 -2.65415 -2.05709
H 3.61325 -3.24976 -2.03646
H 5.73598 -0.57641 -1.14276
H 4.55368 0.69208 -1.28455
H 5.22225 -0.02295 -2.77910
O -0.92443 -1.91537 2.35076
C -2.11053 -2.25363 2.46220
N -2.75020 -2.24438 3.67247
C -2.96222 -2.61739 1.24599
H -2.05419 -2.26217 4.39126
H -3.57715 -2.79725 3.82859
H -3.65482 -1.79968 1.07090
H -3.48126 -3.58680 1.35716
H -2.23504 -2.65775 0.43002
O -0.47914 -1.77295 -2.19163
C 0.03185 -2.63992 -2.98101
N 0.48485 -3.79186 -2.50265
C 0.15363 -2.48286 -4.44821
H -0.01679 -4.06059 -1.66407
H 0.96435 -4.49844 -2.97959
H 0.81960 -3.19385 -4.91354
H 0.52329 -1.48878 -4.67189
H -0.86547 -2.46334 -4.81019
```

Calculated values
Gap between HOMO and LUMO, eV: 0.946
Lowest unoccupied orbital energy, eV: -4.838
Highest occupied orbital energy, eV: -5.78

These are the Löwdin partial charges, in e, on atoms 1 to 5:
1. Tl 0.71
2. B 0.15
3. H 0.23
4. H -0.09
5. H -0.19

---

No. 5
A gas-phase ion, C5H7N2S (charge +1) at a distorted geometry, computed with wB97M-V/def2-TZVPD.

Structure (XYZ):
```
15
Properties=species:S:1:pos:R:3
C -0.96344 0.62326 -0.38117
C 0.58288 2.00036 0.47427
C -2.61021 0.86414 -0.35049
C 0.21534 -0.13226 0.20729
C 0.24994 -1.60186 0.11264
N -0.49108 1.97204 -0.16165
N 1.11536 0.72701 0.61310
S -3.47724 -0.31411 0.23310
H -0.83698 0.29302 -1.39176
H 0.94232 2.79190 1.09227
H -2.65962 1.76340 -1.02807
H 1.17059 -1.99670 0.73772
H 0.47839 -1.83725 -0.93700
H -0.70811 -2.11191 0.38927
H 1.96177 0.49793 1.21356
```

Calculated values
Gap between HOMO and LUMO, eV: 7.874
Lowest unoccupied orbital energy, eV: -5.189
Relative energy (zero: lowest compared OMol25 entry of this formula, charge and spin), kJ/mol: 286.6
Highest occupied orbital energy, eV: -13.06
Net charge: +1

These are the natural (NBO) partial charges, in e, on atoms 1 to 5:
1. C -0.25
2. C 0.23
3. C -0.27
4. C 0.48
5. C -0.71